Entry from the Open Molecules 2025 dataset: C16H18BBrCeF4N4O2 as an isolated structure at a distorted geometry (ωB97M-V/def2-TZVPD).

CARTESIAN COORDINATES (ANGSTROEM)
Ce (0.12, -2.95, 0.28)
O (-2.59, 1.90, 0.91)
C (-3.53, 1.05, 0.38)
C (-4.79, 1.58, 0.11)
C (-5.77, 0.78, -0.45)
C (-5.51, -0.54, -0.75)
C (-4.26, -1.07, -0.48)
C (-3.26, -0.29, 0.07)
C (-1.89, -0.88, 0.34)
O (-1.79, -2.21, 0.29)
N (-0.95, -0.28, -0.69)
N (0.33, -0.60, -0.53)
C (1.28, 0.12, -1.02)
C (2.66, -0.23, -0.87)
Br (2.93, -2.17, -0.61)
C (3.71, 0.60, -0.92)
C (3.56, 2.05, -0.98)
C (2.50, 2.71, -0.35)
C (2.35, 4.08, -0.46)
C (3.25, 4.81, -1.22)
C (4.33, 4.18, -1.82)
C (4.49, 2.81, -1.69)
H (-1.94, 1.40, 1.43)
H (-4.97, 2.61, 0.37)
H (-6.75, 1.20, -0.64)
H (-6.28, -1.17, -1.17)
H (-4.03, -2.11, -0.70)
H (-1.51, -0.49, 1.35)
H (-1.17, 0.66, -1.05)
H (1.08, 1.03, -1.58)
H (4.71, 0.20, -0.91)
H (1.83, 2.15, 0.29)
H (1.54, 4.57, 0.05)
H (3.13, 5.88, -1.32)
H (5.05, 4.75, -2.38)
H (5.33, 2.32, -2.15)
F (0.44, -4.65, -1.00)
B (0.43, -5.36, 0.27)
F (1.41, -4.58, 1.06)
F (-0.78, -4.93, 0.87)
F (0.68, -6.64, 0.21)
N (1.29, -1.78, 2.36)
N (0.10, -2.47, 2.85)
H (2.09, -1.90, 3.01)
H (1.09, -0.78, 2.34)
H (-0.32, -1.97, 3.64)
H (0.38, -3.39, 3.23)

charge = +2
energy relative to the best compared isomer or geometry (same formula, charge and spin) = 16.69 kcal per mole
lowest unoccupied orbital energy (alpha / beta) = -0.35146 / -0.35154 Ha
orbital gap (alpha / beta) = 4.28 / 4.28 eV
molar mass = 605.170 g/mol

Mulliken population analysis, charges in e, atoms 1 to 5: 1.440, -0.612, 0.495, -0.512, -0.454


Entry from the Open Molecules 2025 dataset: C27H30N2O3 as an isolated structure at a distorted geometry (ωB97M-V/def2-TZVPD).

CARTESIAN COORDINATES (ANGSTROEM)
C (0.05, -2.25, -1.36)
H (0.69, -1.59, -2.12)
O (-1.08, -1.55, -1.24)
C (-2.10, -2.31, -0.45)
C (-1.90, -3.69, 0.02)
C (-2.97, -4.18, 1.01)
C (-4.21, -3.58, 1.33)
C (-4.37, -2.19, 0.46)
C (-3.42, -1.59, -0.33)
C (-3.60, -0.34, -0.92)
N (-4.31, 0.85, 0.05)
C (-3.48, 1.07, 1.06)
C (-3.04, 2.28, 1.17)
H (-2.26, 2.68, 2.08)
H (-3.95, 2.99, 1.51)
C (-2.71, 3.01, 0.05)
C (-1.31, 2.23, -0.53)
O (-1.29, 1.81, -1.59)
N (-0.20, 2.62, 0.23)
C (0.95, 2.01, 0.33)
C (1.34, 1.14, -0.93)
C (2.54, 0.70, -0.68)
C (3.55, 0.99, 0.25)
C (3.08, 1.75, 1.41)
C (1.86, 2.40, 1.01)
H (1.64, 2.89, 2.06)
H (3.82, 1.73, 2.05)
C (4.95, 0.46, 0.16)
C (5.03, -1.06, -0.08)
C (6.41, -1.63, -0.13)
C (7.47, -0.70, 0.13)
C (7.24, 0.48, 0.44)
C (6.04, 1.10, 0.60)
H (5.85, 1.96, 0.84)
H (8.09, 1.03, 0.87)
H (8.49, -1.04, 0.22)
C (6.61, -3.01, -0.79)
H (7.09, -3.55, 0.44)
H (7.19, -3.02, -1.49)
H (5.52, -3.38, -0.73)
H (4.34, -1.70, -0.32)
H (2.83, 0.06, -1.42)
H (0.61, 0.89, -1.62)
H (-0.52, 2.91, 1.16)
C (-3.88, 2.90, -1.16)
C (-4.66, 1.77, -0.60)
H (-5.39, 2.19, 0.19)
H (-5.31, 1.37, -1.39)
H (-3.30, 2.57, -2.13)
H (-4.40, 3.85, -1.25)
H (-2.40, 4.16, 0.00)
H (-3.82, 0.67, 2.03)
H (-2.24, 0.48, 0.95)
H (-4.29, -0.53, -1.62)
H (-2.59, 0.01, -1.23)
O (-5.49, -1.50, 1.02)
H (-5.47, -0.73, 0.43)
H (-4.97, -3.88, 1.83)
H (-2.71, -4.96, 1.43)
H (-0.85, -4.05, 0.33)
H (-0.05, -3.30, -2.02)
H (0.62, -2.38, -0.43)

charge = 0
energy relative to the best compared isomer or geometry (same formula, charge and spin) = 530.65 kcal per mole
lowest unoccupied orbital energy = 0.01546 Ha
orbital gap = 8.43 eV
molar mass = 430.548 g/mol

natural (NBO) population analysis, charges in e, atoms 1 to 5: -0.249, 0.191, -0.524, 0.379, -0.376


Entry from the Open Molecules 2025 dataset: C32H25Cl32NO6S3 as an isolated structure at a distorted geometry (ωB97M-V/def2-TZVPD).

CARTESIAN COORDINATES (ANGSTROEM)
O (0.01, -6.19, -1.10)
C (-0.34, -5.74, -2.15)
O (0.55, -5.91, -3.24)
C (0.15, -4.99, -4.21)
O (0.80, -4.56, -5.11)
C (-1.32, -4.58, -3.84)
C (-2.25, -3.79, -4.84)
C (-2.37, -2.31, -4.33)
C (-1.00, -1.55, -4.23)
S (-0.98, -0.39, -2.78)
C (0.55, 0.58, -3.02)
S (0.61, 1.65, -4.28)
N (1.74, 0.48, -2.19)
C (2.49, -0.75, -2.43)
C (3.89, -0.56, -2.83)
C (4.78, -1.67, -3.15)
C (4.27, -3.05, -3.05)
C (2.88, -3.23, -2.64)
C (1.98, -2.11, -2.34)
C (1.48, 0.73, -0.79)
C (1.59, -0.22, 0.30)
C (1.28, 0.18, 1.67)
C (0.84, 1.54, 2.01)
C (0.69, 2.54, 0.89)
C (1.01, 2.09, -0.46)
C (-1.65, -5.01, -2.57)
C (-2.97, -4.81, -1.78)
C (-2.82, -5.18, -0.23)
C (-4.22, -5.50, 0.45)
C (-4.53, -4.41, 1.55)
S (-4.50, -2.71, 0.88)
O (-5.18, -2.63, -0.42)
O (-3.17, -2.12, 0.86)
O (-5.41, -1.82, 1.93)
H (-3.27, -4.26, -4.82)
H (-1.82, -3.86, -5.88)
H (-3.10, -1.76, -4.99)
H (-2.82, -2.33, -3.29)
H (-0.11, -2.22, -4.10)
H (-0.83, -1.01, -5.21)
H (4.29, 0.49, -2.94)
H (5.83, -1.48, -3.48)
H (4.94, -3.91, -3.31)
H (2.54, -4.30, -2.56)
H (0.92, -2.28, -2.03)
H (1.94, -1.26, 0.11)
H (1.35, -0.52, 2.54)
H (0.62, 1.88, 3.04)
H (0.36, 3.60, 1.00)
H (0.89, 2.83, -1.29)
H (-3.76, -5.48, -2.20)
H (-3.37, -3.76, -1.86)
H (-2.24, -4.41, 0.33)
H (-2.22, -6.13, -0.19)
H (-5.03, -5.57, -0.33)
H (-4.13, -6.50, 0.93)
H (-3.76, -4.50, 2.37)
H (-5.53, -4.64, 2.00)
H (-5.02, -0.92, 1.87)
C (0.75, 5.03, 5.06)
Cl (-0.91, 5.44, 5.52)
Cl (1.79, 6.45, 5.26)
Cl (1.34, 3.72, 6.10)
Cl (0.79, 4.51, 3.37)
C (5.66, 7.65, 6.22)
Cl (4.81, 6.10, 6.18)
Cl (4.80, 8.78, 7.27)
Cl (7.30, 7.41, 6.83)
Cl (5.73, 8.32, 4.57)
C (0.93, 10.45, 7.07)
Cl (-0.75, 10.23, 7.60)
Cl (1.48, 8.98, 6.24)
Cl (1.02, 11.83, 5.96)
Cl (1.96, 10.75, 8.48)
C (6.72, 2.62, -4.22)
Cl (8.22, 2.64, -3.28)
Cl (5.71, 1.24, -3.73)
Cl (5.82, 4.12, -3.93)
Cl (7.11, 2.49, -5.95)
C (3.03, -1.34, 5.31)
Cl (4.42, -1.23, 4.21)
Cl (1.83, -2.46, 4.64)
Cl (3.57, -1.93, 6.89)
Cl (2.30, 0.27, 5.50)
C (4.65, 6.50, -0.81)
Cl (4.05, 8.06, -0.21)
Cl (4.74, 6.55, -2.58)
Cl (6.27, 6.19, -0.15)
Cl (3.55, 5.21, -0.31)
C (-6.81, -4.20, -3.65)
Cl (-7.82, -4.81, -4.97)
Cl (-6.16, -5.56, -2.73)
Cl (-5.46, -3.27, -4.31)
Cl (-7.78, -3.16, -2.60)
C (-8.04, 0.95, 3.38)
Cl (-8.50, -0.45, 2.39)
Cl (-6.27, 1.04, 3.50)
Cl (-8.66, 2.43, 2.64)
Cl (-8.73, 0.77, 5.01)

charge = 0
lowest unoccupied orbital energy = -0.02881 Ha
orbital gap = 7.52 eV
molar mass = 1750.250 g/mol

Mulliken population analysis, charges in e, atoms 1 to 5: -0.546, 0.354, -0.308, 0.060, -0.494


Entry from the Open Molecules 2025 dataset: a 2-piece molecular cluster, C4H14N2O overall at a distorted geometry (ωB97M-V/def2-TZVPD).

CARTESIAN COORDINATES (ANGSTROEM)
N (-0.75, -1.20, 0.73)
C (1.31, -2.75, -1.15)
C (0.58, -1.43, -1.52)
C (0.12, -0.54, -0.34)
C (-0.67, 0.56, -0.97)
N (-1.01, 1.74, -0.03)
H (-1.54, -1.71, 0.21)
H (-0.89, -0.51, 1.50)
H (2.22, -2.56, -0.45)
H (0.56, -3.33, -0.64)
H (1.62, -3.37, -2.09)
H (-0.27, -1.50, -2.16)
H (1.31, -0.77, -2.03)
H (0.95, -0.06, 0.29)
H (0.14, 1.11, -1.49)
H (-1.46, 0.37, -1.71)
H (-0.43, 2.56, 0.01)
H (-1.91, 1.80, 0.40)
H (0.62, 4.35, 3.63)
H (-0.53, 3.35, 3.57)
O (0.01, 3.88, 4.26)

charge = 0
SMILES = CC[C@H](N)CN.O
energy relative to the best compared isomer or geometry (same formula, charge and spin) = 59.09 kcal per mole
lowest unoccupied orbital energy = 0.02042 Ha
orbital gap = 9.27 eV
molar mass = 106.169 g/mol

natural (NBO) population analysis, charges in e, atoms 1 to 5: -0.896, -0.609, -0.413, -0.056, -0.233


Entry from the Open Molecules 2025 dataset: C4H5LiO3Yb as an isolated structure at a distorted geometry (ωB97M-V/def2-TZVPD).

CARTESIAN COORDINATES (ANGSTROEM)
O (-1.87, -0.31, -0.92)
Li (-1.60, -2.15, 0.09)
O (-2.95, -1.00, -0.27)
C (-1.39, 0.67, -0.08)
C (0.07, 0.92, -0.05)
H (0.01, 1.94, -0.51)
H (-1.99, 1.56, -0.30)
H (-1.20, 0.91, 1.12)
O (2.84, 0.00, -0.56)
C (2.06, -0.93, -0.10)
C (0.79, -0.61, 0.37)
Yb (2.40, 1.95, -0.14)
H (0.34, -1.03, 1.27)
H (2.51, -1.92, 0.09)

charge = +1
multiplicity = 2
energy relative to the best compared isomer or geometry (same formula, charge and spin) = 126.10 kcal per mole
⟨S²⟩ = 0.759
lowest unoccupied orbital energy (alpha / beta) = -0.19490 / -0.19609 Ha
orbital gap (alpha / beta) = 5.59 / 5.56 eV
molar mass = 281.062 g/mol

natural (NBO) population analysis, charges in e, atoms 1 to 5: -0.372, 0.947, -0.714, -0.111, -0.515


Entry from the Open Molecules 2025 dataset: a 9-piece molecular cluster, C30H60Br2O12 overall at a distorted geometry (ωB97M-V/def2-TZVPD).

CARTESIAN COORDINATES (ANGSTROEM)
C (-20.53, -3.43, 4.07)
C (-21.04, -3.36, 5.48)
O (-22.19, -3.08, 5.69)
C (-20.02, -3.51, 6.59)
H (-19.88, -4.24, 3.75)
H (-20.01, -2.46, 4.01)
H (-21.32, -3.32, 3.33)
H (-19.09, -3.93, 6.23)
H (-20.49, -4.23, 7.27)
H (-19.94, -2.57, 7.14)
C (-14.55, -6.47, 2.21)
C (-15.83, -5.75, 2.57)
O (-16.00, -4.58, 2.33)
C (-16.83, -6.51, 3.45)
H (-14.74, -7.52, 1.99)
H (-13.84, -6.37, 3.03)
H (-14.10, -6.04, 1.32)
H (-17.71, -6.73, 2.85)
H (-17.10, -5.80, 4.23)
H (-16.34, -7.41, 3.81)
C (-24.39, -5.10, 0.57)
C (-23.12, -5.31, 1.37)
O (-22.05, -5.15, 0.82)
C (-23.19, -5.76, 2.80)
H (-25.26, -5.38, 1.17)
H (-24.27, -5.65, -0.36)
H (-24.50, -4.03, 0.42)
H (-22.57, -5.15, 3.46)
H (-22.88, -6.80, 2.88)
H (-24.22, -5.66, 3.16)
C (-15.81, -1.36, 2.09)
C (-14.87, -0.32, 2.63)
O (-14.87, 0.02, 3.79)
C (-13.97, 0.38, 1.63)
H (-16.57, -1.61, 2.83)
H (-15.22, -2.22, 1.77)
H (-16.38, -0.94, 1.26)
H (-13.32, -0.30, 1.09)
H (-13.43, 1.19, 2.12)
H (-14.65, 0.91, 0.94)
O (-23.44, 2.06, 0.89)
C (-22.81, 1.40, 0.11)
O (-22.91, 0.07, -0.05)
C (-23.83, -0.63, 0.81)
C (-23.17, -1.94, 1.22)
C (-21.82, 1.97, -0.88)
H (-24.71, -0.86, 0.20)
H (-24.13, 0.00, 1.65)
H (-22.31, -1.79, 1.87)
H (-22.77, -2.50, 0.38)
H (-23.87, -2.50, 1.85)
H (-20.90, 1.40, -0.81)
H (-21.67, 3.03, -0.70)
H (-22.21, 1.86, -1.89)
O (-19.54, 0.06, 7.18)
C (-18.72, 0.29, 6.33)
O (-18.96, 0.86, 5.14)
C (-20.28, 1.36, 4.88)
C (-20.93, 0.54, 3.80)
C (-17.27, -0.12, 6.45)
H (-20.18, 2.39, 4.52)
H (-20.90, 1.39, 5.77)
H (-21.22, -0.44, 4.18)
H (-20.33, 0.40, 2.89)
H (-21.81, 1.06, 3.41)
H (-17.26, -1.01, 7.08)
H (-16.69, 0.68, 6.89)
H (-16.83, -0.34, 5.48)
O (-23.96, -3.91, -3.57)
C (-23.42, -3.02, -3.00)
O (-22.21, -3.13, -2.42)
C (-21.50, -4.35, -2.58)
C (-20.61, -4.22, -3.82)
C (-23.92, -1.60, -2.88)
H (-22.18, -5.19, -2.72)
H (-20.90, -4.59, -1.71)
H (-20.04, -3.30, -3.84)
H (-21.26, -4.31, -4.69)
H (-19.91, -5.06, -3.90)
H (-23.50, -1.01, -2.07)
H (-25.01, -1.55, -2.93)
H (-23.54, -1.09, -3.77)
O (-20.76, 0.84, -4.26)
C (-20.17, -0.20, -4.18)
O (-19.87, -0.96, -5.24)
C (-20.29, -0.47, -6.52)
C (-19.98, -1.53, -7.54)
C (-19.73, -0.81, -2.89)
H (-19.83, 0.47, -6.81)
H (-21.37, -0.29, -6.47)
H (-18.89, -1.64, -7.59)
H (-20.32, -1.24, -8.53)
H (-20.40, -2.52, -7.35)
H (-19.34, 0.01, -2.29)
H (-18.95, -1.55, -3.08)
H (-20.61, -1.25, -2.40)
Br (-19.68, -1.38, 0.64)
C (-18.86, -3.15, 0.85)
C (-18.12, -3.59, -0.40)
Br (-17.98, -5.53, -0.40)
H (-19.74, -3.79, 0.96)
H (-18.31, -3.14, 1.78)
H (-17.12, -3.15, -0.41)
H (-18.63, -3.23, -1.29)

charge = 0
SMILES = CCOC(C)=O.CCOC(C)=O.CCOC(C)=O.CCOC(C)=O.CC(C)=O.CC(C)=O.CC(C)=O.CC(C)=O.BrCCBr
energy relative to the best compared isomer or geometry (same formula, charge and spin) = 0.00 kcal per mole
lowest unoccupied orbital energy = 0.01093 Ha
orbital gap = 9.91 eV
molar mass = 772.606 g/mol

Mulliken population analysis, charges in e, atoms 1 to 5: -0.286, 0.658, -0.593, -1.080, 0.687